DFT (ωB97M-V/def2-TZVPD) results for a cluster of 2 separate species, C4H6O2 in total in a non-equilibrium geometry.

Geometry as XYZ:
```
12
Properties=species:S:1:pos:R:3:forces:R:3:mulliken_charge:R:1
C -1.1634 0.8423 -0.7284 -0.3 -0.1 0.0 -0.6465
C -0.1667 -2.6504 -0.4266 1.2 -0.6 -0.4 0.1458
O 0.8474 -3.0420 -0.7537 -1.2 0.5 0.4 -0.1603
C 0.6906 0.0049 1.2330 0.0 0.1 -0.1 -0.9252
C 0.9888 0.8193 0.2203 0.1 0.0 0.2 0.2466
O 0.1754 1.2929 -0.7480 0.1 0.0 0.0 -0.3292
H -1.6705 1.3430 -1.5543 0.1 -0.1 0.1 0.2303
H -1.6604 1.0998 0.2150 0.1 0.0 -0.1 0.3320
H -1.2143 -0.2436 -0.8695 0.0 0.2 0.0 0.2075
H -0.2986 -0.4011 1.4167 0.1 0.1 -0.1 0.3162
H 1.4788 -0.2741 1.9228 -0.1 0.1 -0.1 0.2284
H 1.9931 1.2090 0.0726 -0.1 -0.1 0.1 0.3544
```
Forces are in eV/Å.

- Frontier orbital gap: 10.097 eV
- Charge: 0